Entry A
# C48H120N8O16

A 8-piece molecular cluster, C48H120N8O16 overall (ωB97M-V/def2-TZVPD, OMol25).

HOMO-LUMO gap in eV: 8.66
Net charge: 0
LUMO in eV: 0.51
SMILES: COCCNCCOC.COCCNCCOC.COCCNCCOC.COCCNCCOC.COCCNCCOC.COCCNCCOC.COCCNCCOC.COCCNCCOC

```
192
Properties=species:S:1:pos:R:3:lowdin_charge:R:1
C 3.33 -1.10 15.22 -0.14
O 3.05 -1.39 13.89 -0.19
C 4.13 -2.07 13.22 -0.21
C 3.65 -2.59 11.89 -0.19
N 3.13 -1.55 11.01 -0.06
C 4.18 -0.90 10.28 -0.24
C 3.72 0.49 9.75 -0.18
O 3.40 1.45 10.77 -0.20
C 4.54 1.81 11.62 -0.07
H 4.03 -0.27 15.40 0.09
H 3.76 -1.97 15.71 0.08
H 2.40 -0.97 15.76 0.09
H 4.45 -2.89 13.87 0.11
H 5.00 -1.41 13.21 0.11
H 2.87 -3.30 12.16 0.12
H 4.38 -3.17 11.31 0.12
H 2.68 -0.79 11.50 0.10
H 4.49 -1.55 9.47 0.11
H 5.09 -0.89 10.89 0.09
H 2.80 0.38 9.18 0.12
H 4.45 0.96 9.09 0.11
H 4.39 2.52 12.43 0.09
H 5.39 2.14 11.03 0.08
H 4.94 0.88 12.04 0.06
C -12.37 9.80 7.21 -0.11
O -11.83 10.73 6.29 -0.21
C -10.94 10.18 5.30 -0.22
C -10.29 11.32 4.53 -0.23
N -9.31 12.08 5.28 -0.04
C -8.95 13.31 4.57 -0.19
C -8.78 14.42 5.61 -0.22
O -9.85 14.48 6.54 -0.20
C -9.57 15.35 7.61 -0.11
H -12.78 10.43 8.01 0.09
H -11.58 9.13 7.53 0.08
H -13.17 9.19 6.79 0.08
H -11.63 9.62 4.67 0.12
H -10.24 9.46 5.73 0.12
H -11.20 11.85 4.26 0.11
H -9.97 10.91 3.57 0.12
H -9.68 12.32 6.19 0.09
H -9.77 13.60 3.91 0.11
H -8.06 13.21 3.94 0.11
H -8.84 15.38 5.10 0.12
H -7.78 14.43 6.05 0.12
H -9.27 16.32 7.19 0.08
H -8.64 15.04 8.10 0.08
H -10.46 15.38 8.23 0.10
C -7.57 -1.44 23.09 -0.11
O -6.60 -0.89 22.22 -0.22
C -6.46 0.54 22.18 -0.20
C -5.70 1.07 20.93 -0.20
N -6.18 0.39 19.73 -0.07
C -5.36 0.82 18.57 -0.18
C -5.73 0.08 17.21 -0.21
O -4.77 -0.93 17.08 -0.22
C -4.73 -1.68 15.87 -0.10
H -7.61 -0.92 24.05 0.08
H -7.43 -2.49 23.32 0.09
H -8.49 -1.25 22.53 0.09
H -6.01 0.86 23.11 0.11
H -7.44 1.02 22.17 0.11
H -4.67 0.73 21.03 0.11
H -5.78 2.16 20.87 0.12
H -6.01 -0.60 19.87 0.10
H -4.30 0.69 18.77 0.11
H -5.57 1.87 18.34 0.11
H -5.64 0.82 16.41 0.11
H -6.70 -0.41 17.16 0.12
H -4.34 -1.06 15.05 0.09
H -5.65 -2.22 15.65 0.09
H -3.95 -2.42 16.08 0.08
C -2.17 6.02 15.74 -0.10
O -3.15 6.96 16.16 -0.19
C -3.09 7.18 17.54 -0.22
C -4.29 8.16 17.85 -0.18
N -5.39 7.98 16.90 -0.06
C -6.56 8.79 17.17 -0.22
C -7.40 8.96 15.93 -0.22
O -6.61 9.59 14.91 -0.18
C -7.34 9.94 13.78 -0.14
H -1.21 6.26 16.21 0.08
H -2.05 6.04 14.66 0.09
H -2.38 4.97 15.93 0.09
H -2.23 7.80 17.79 0.11
H -3.06 6.33 18.21 0.12
H -3.95 9.20 17.85 0.11
H -4.73 7.91 18.81 0.11
H -5.00 7.84 15.98 0.10
H -6.35 9.83 17.44 0.11
H -7.21 8.51 18.00 0.12
H -8.29 9.57 16.09 0.12
H -7.86 8.04 15.55 0.12
H -7.94 9.13 13.37 0.08
H -6.69 10.15 12.93 0.08
H -7.96 10.84 13.88 0.09
C -10.05 8.86 -1.96 -0.18
O -10.64 10.02 -1.64 -0.19
C -11.20 10.82 -2.74 -0.18
C -11.79 12.15 -2.29 -0.19
N -10.82 13.24 -2.62 -0.05
C -11.35 14.48 -2.03 -0.22
C -10.32 15.63 -2.04 -0.21
O -9.14 15.19 -1.35 -0.18
C -8.28 16.26 -1.10 -0.14
H -9.86 8.23 -1.09 0.09
H -9.09 9.06 -2.45 0.09
H -10.65 8.28 -2.67 0.08
H -12.06 10.25 -3.09 0.11
H -10.59 10.84 -3.65 0.12
H -11.96 12.11 -1.21 0.11
H -12.76 12.25 -2.77 0.12
H -9.87 13.08 -2.34 0.10
H -11.54 14.31 -0.97 0.11
H -12.25 14.83 -2.54 0.12
H -10.76 16.56 -1.68 0.12
H -10.14 15.75 -3.11 0.12
H -7.47 15.87 -0.49 0.09
H -8.67 17.12 -0.55 0.08
H -7.84 16.68 -2.01 0.09
C 0.53 9.79 5.26 -0.12
O 0.99 8.80 4.37 -0.18
C 2.43 8.74 4.27 -0.21
C 2.98 7.48 3.55 -0.20
N 2.34 7.16 2.27 -0.06
C 2.82 7.87 1.07 -0.19
C 4.27 7.38 0.81 -0.23
O 4.56 7.80 -0.52 -0.18
C 5.79 7.29 -1.00 -0.12
H 0.53 9.63 6.34 0.09
H -0.47 9.98 4.87 0.08
H 1.07 10.72 5.09 0.08
H 2.99 8.70 5.21 0.12
H 2.82 9.53 3.64 0.11
H 2.92 6.65 4.25 0.11
H 4.05 7.64 3.40 0.10
H 1.37 7.43 2.35 0.09
H 2.71 8.95 1.20 0.11
H 2.32 7.74 0.10 0.12
H 4.30 6.32 1.05 0.12
H 4.91 7.83 1.57 0.10
H 6.56 7.64 -0.32 0.08
H 6.12 7.67 -1.97 0.08
H 5.83 6.20 -1.08 0.08
C -8.49 0.25 1.67 -0.10
O -7.25 0.87 1.33 -0.19
C -6.40 0.19 0.39 -0.22
C -5.06 0.85 0.37 -0.25
N -4.16 0.36 -0.64 -0.09
C -2.94 1.15 -0.69 -0.19
C -1.80 0.56 -1.61 -0.19
O -0.62 1.36 -1.64 -0.22
C 0.58 0.77 -2.25 -0.07
H -9.04 -0.05 0.78 0.08
H -9.14 0.92 2.25 0.09
H -8.25 -0.68 2.19 0.08
H -6.82 0.16 -0.62 0.12
H -6.23 -0.86 0.63 0.12
H -4.60 0.69 1.35 0.13
H -5.20 1.93 0.31 0.12
H -4.54 0.50 -1.57 0.11
H -2.73 1.36 0.36 0.12
H -3.30 2.10 -1.10 0.11
H -2.20 0.41 -2.61 0.12
H -1.48 -0.35 -1.10 0.11
H 1.28 1.61 -2.27 0.09
H 0.36 0.47 -3.27 0.08
H 0.93 -0.11 -1.70 0.08
C -4.20 6.29 8.37 -0.08
O -4.11 5.24 7.37 -0.20
C -3.41 5.56 6.20 -0.21
C -4.37 6.15 5.11 -0.21
N -3.72 6.74 3.96 -0.06
C -4.73 7.43 3.20 -0.23
C -4.11 7.74 1.81 -0.20
O -2.85 8.42 1.71 -0.18
C -2.98 9.79 2.00 -0.13
H -3.28 6.79 8.67 0.08
H -4.70 5.88 9.24 0.09
H -4.77 7.10 7.91 0.07
H -2.87 4.66 5.90 0.12
H -2.64 6.30 6.41 0.11
H -5.04 6.88 5.57 0.11
H -5.04 5.39 4.69 0.12
H -3.08 7.39 4.39 0.11
H -5.02 8.36 3.68 0.11
H -5.68 6.91 3.08 0.12
H -4.76 8.35 1.17 0.11
H -4.05 6.79 1.27 0.12
H -2.80 9.92 3.07 0.07
H -3.90 10.26 1.68 0.09
H -2.14 10.35 1.58 0.08
```

=====

Entry B
# C48H120N8O16

A 8-piece molecular cluster, C48H120N8O16 overall (ωB97M-V/def2-TZVPD, OMol25).

HOMO-LUMO gap in eV: 8.80
Net charge: 0
LUMO in eV: 0.62
SMILES: COCCNCCOC.COCCNCCOC.COCCNCCOC.COCCNCCOC.COCCNCCOC.COCCNCCOC.COCCNCCOC.COCCNCCOC

```
192
Properties=species:S:1:pos:R:3:lowdin_charge:R:1
C 3.80 -4.07 5.75 -0.12
O 3.54 -4.44 4.43 -0.20
C 4.59 -5.22 3.86 -0.22
C 4.08 -5.77 2.54 -0.20
N 3.66 -4.75 1.61 -0.04
C 4.76 -4.19 0.84 -0.23
C 4.38 -2.83 0.28 -0.21
O 4.12 -1.86 1.29 -0.21
C 5.27 -1.54 2.05 -0.10
H 4.54 -3.27 5.87 0.09
H 4.16 -4.93 6.33 0.09
H 2.85 -3.81 6.22 0.08
H 4.83 -6.04 4.56 0.12
H 5.51 -4.63 3.81 0.12
H 3.23 -6.41 2.82 0.11
H 4.78 -6.42 2.03 0.12
H 3.24 -3.95 2.08 0.10
H 5.02 -4.88 0.03 0.12
H 5.69 -4.18 1.43 0.10
H 3.44 -2.92 -0.27 0.12
H 5.12 -2.43 -0.41 0.12
H 5.13 -0.81 2.84 0.08
H 6.10 -1.22 1.41 0.09
H 5.67 -2.46 2.49 0.07
C -5.62 0.97 0.65 -0.12
O -5.17 1.94 -0.27 -0.20
C -4.33 1.41 -1.30 -0.21
C -3.75 2.58 -2.08 -0.23
N -2.77 3.33 -1.35 -0.03
C -2.42 4.57 -2.04 -0.18
C -2.20 5.68 -1.03 -0.22
O -3.25 5.71 -0.07 -0.20
C -2.94 6.57 1.01 -0.10
H -6.01 1.54 1.50 0.09
H -4.79 0.31 0.93 0.08
H -6.42 0.35 0.24 0.08
H -5.02 0.84 -1.94 0.13
H -3.59 0.72 -0.90 0.11
H -4.68 3.12 -2.32 0.12
H -3.43 2.19 -3.05 0.10
H -3.13 3.56 -0.43 0.09
H -3.25 4.87 -2.69 0.10
H -1.54 4.47 -2.69 0.10
H -2.26 6.65 -1.55 0.11
H -1.20 5.66 -0.59 0.12
H -2.68 7.57 0.62 0.09
H -2.02 6.25 1.50 0.09
H -3.81 6.58 1.65 0.09
C -2.52 -4.70 10.57 -0.10
O -1.55 -4.18 9.70 -0.20
C -1.49 -2.78 9.66 -0.24
C -0.72 -2.29 8.44 -0.21
N -1.19 -3.01 7.25 -0.05
C -0.39 -2.60 6.09 -0.20
C -0.75 -3.37 4.80 -0.19
O 0.23 -4.39 4.68 -0.21
C 0.19 -5.14 3.49 -0.10
H -2.56 -4.16 11.52 0.08
H -2.32 -5.74 10.82 0.08
H -3.48 -4.58 10.05 0.09
H -1.04 -2.42 10.59 0.12
H -2.49 -2.34 9.62 0.12
H 0.33 -2.59 8.57 0.12
H -0.83 -1.21 8.34 0.11
H -1.02 -3.99 7.41 0.11
H 0.68 -2.72 6.29 0.09
H -0.61 -1.56 5.85 0.10
H -0.68 -2.66 3.97 0.10
H -1.73 -3.85 4.81 0.13
H 0.51 -4.53 2.64 0.09
H -0.76 -5.65 3.33 0.09
H 0.96 -5.91 3.63 0.07
C 2.41 -0.90 4.58 -0.08
O 1.45 0.05 5.01 -0.21
C 1.52 0.32 6.38 -0.21
C 0.33 1.28 6.67 -0.18
N -0.76 1.05 5.73 -0.06
C -1.92 1.84 5.92 -0.22
C -2.75 1.91 4.66 -0.23
O -1.96 2.48 3.62 -0.19
C -2.70 2.72 2.46 -0.13
H 3.39 -0.65 5.00 0.09
H 2.48 -0.90 3.49 0.08
H 2.18 -1.95 4.81 0.07
H 2.40 0.94 6.61 0.12
H 1.55 -0.53 7.06 0.11
H 0.66 2.32 6.65 0.11
H -0.09 1.06 7.66 0.11
H -0.38 0.90 4.81 0.09
H -1.71 2.90 6.15 0.12
H -2.57 1.57 6.76 0.12
H -3.65 2.51 4.79 0.12
H -3.16 0.94 4.34 0.13
H -3.28 1.84 2.13 0.08
H -2.03 2.89 1.62 0.08
H -3.35 3.59 2.52 0.09
C -3.52 -0.08 -5.56 -0.12
O -4.13 1.10 -5.14 -0.21
C -4.67 1.90 -6.18 -0.21
C -5.23 3.21 -5.67 -0.19
N -4.30 4.32 -5.95 -0.05
C -4.80 5.54 -5.32 -0.22
C -3.75 6.66 -5.36 -0.23
O -2.58 6.22 -4.70 -0.20
C -1.70 7.29 -4.46 -0.13
H -3.32 -0.73 -4.71 0.08
H -2.57 0.12 -6.07 0.09
H -4.15 -0.63 -6.27 0.09
H -5.54 1.33 -6.55 0.12
H -4.05 1.96 -7.08 0.13
H -5.40 3.13 -4.59 0.11
H -6.19 3.37 -6.15 0.12
H -3.35 4.13 -5.67 0.10
H -4.99 5.35 -4.26 0.11
H -5.69 5.90 -5.83 0.12
H -4.17 7.59 -4.97 0.12
H -3.56 6.80 -6.43 0.13
H -0.88 6.89 -3.85 0.08
H -2.11 8.13 -3.89 0.09
H -1.28 7.71 -5.38 0.09
C 1.58 2.95 -0.01 -0.09
O 2.10 1.92 -0.83 -0.23
C 3.51 1.88 -0.80 -0.20
C 4.15 0.59 -1.38 -0.19
N 3.71 0.14 -2.69 -0.03
C 4.38 0.79 -3.82 -0.19
C 5.87 0.40 -3.83 -0.24
O 6.38 0.73 -5.10 -0.18
C 7.69 0.26 -5.29 -0.13
H 1.53 2.78 1.07 0.09
H 0.59 3.15 -0.43 0.08
H 2.15 3.88 -0.16 0.09
H 3.94 1.92 0.21 0.13
H 3.94 2.68 -1.42 0.12
H 4.01 -0.21 -0.64 0.09
H 5.22 0.78 -1.40 0.11
H 2.73 0.36 -2.79 0.07
H 4.24 1.88 -3.77 0.11
H 4.03 0.56 -4.82 0.12
H 5.93 -0.66 -3.52 0.13
H 6.39 0.94 -3.02 0.11
H 8.33 0.69 -4.51 0.09
H 8.13 0.59 -6.23 0.08
H 7.77 -0.83 -5.27 0.08
C -4.41 -3.66 -2.48 -0.10
O -3.21 -3.00 -2.80 -0.20
C -2.40 -3.65 -3.74 -0.25
C -1.06 -2.97 -3.77 -0.24
N -0.19 -3.46 -4.81 -0.06
C 1.06 -2.66 -4.88 -0.19
C 2.08 -3.30 -5.81 -0.23
O 3.25 -2.52 -5.87 -0.20
C 4.33 -3.16 -6.53 -0.10
H -4.97 -3.93 -3.39 0.09
H -5.05 -3.01 -1.89 0.08
H -4.17 -4.60 -1.98 0.09
H -2.85 -3.67 -4.74 0.12
H -2.24 -4.71 -3.51 0.13
H -0.58 -3.14 -2.80 0.13
H -1.21 -1.88 -3.82 0.10
H -0.61 -3.31 -5.72 0.11
H 1.36 -2.47 -3.85 0.12
H 0.75 -1.68 -5.27 0.10
H 1.62 -3.43 -6.80 0.12
H 2.37 -4.24 -5.33 0.12
H 5.09 -2.38 -6.59 0.08
H 4.04 -3.45 -7.54 0.08
H 4.66 -4.05 -5.99 0.09
C -0.20 -0.33 2.12 -0.10
O -0.13 -1.39 1.19 -0.17
C 0.55 -1.05 0.01 -0.20
C -0.41 -0.47 -1.02 -0.19
N 0.23 0.16 -2.18 -0.02
C -0.80 0.86 -2.92 -0.21
C -0.25 1.20 -4.30 -0.21
O 0.99 1.89 -4.33 -0.17
C 0.85 3.24 -3.96 -0.11
H 0.75 0.17 2.37 0.08
H -0.67 -0.71 3.02 0.08
H -0.79 0.48 1.66 0.08
H 1.10 -1.94 -0.32 0.12
H 1.33 -0.30 0.22 0.11
H -1.07 0.25 -0.52 0.11
H -1.08 -1.23 -1.43 0.10
H 0.88 0.81 -1.74 0.07
H -1.10 1.79 -2.41 0.10
H -1.75 0.32 -3.03 0.11
H -0.94 1.82 -4.89 0.11
H -0.16 0.28 -4.87 0.10
H 0.98 3.34 -2.87 0.07
H -0.08 3.71 -4.29 0.08
H 1.69 3.82 -4.36 0.09
```

=====

So which one is most stable? That would be entry B, about 492.0 kJ/mol below the next structure.

=====

Entry A
# C4H4N3

C4H4N3 as an isolated structure (ωB97M-V/def2-TZVPD, OMol25).

HOMO-LUMO gap (spin up / spin down) in eV: 7.32 / 7.32
Net charge: +1
LUMO (spin up / spin down) in eV: -8.12 / -8.12

```
11
Properties=species:S:1:pos:R:3:nbo_charge:R:1
C 2.18 -0.56 -0.03 0.76
C 1.30 1.15 0.05 0.30
C -1.83 -0.86 0.29 -0.18
C -1.00 0.04 -0.27 -0.09
N 2.55 0.62 0.17 -0.42
N 1.14 -1.19 -0.26 -0.26
N 0.33 0.20 0.00 -0.13
H 0.88 2.14 0.25 0.27
H -2.88 -0.60 0.05 0.26
H -1.54 -1.73 0.79 0.24
H -1.13 0.80 -1.04 0.25
```

=====

Entry B
# C4H4N3

C4H4N3 as an isolated structure (ωB97M-V/def2-TZVPD, OMol25).

HOMO-LUMO gap (spin up / spin down) in eV: 8.55 / 8.55
Net charge: +1
LUMO (spin up / spin down) in eV: -6.81 / -6.81

```
11
Properties=species:S:1:pos:R:3:nbo_charge:R:1
C -1.16 1.47 -0.17 -0.01
C 0.06 1.26 0.35 0.27
C 0.96 -0.94 -0.27 -0.31
C 1.01 0.28 0.56 -0.17
N -1.47 0.22 -0.20 -0.03
N -0.32 -1.69 0.23 0.00
N -1.29 -0.96 0.11 0.17
H -1.87 2.29 -0.50 0.31
H 1.69 -1.62 -0.15 0.26
H 0.68 -0.72 -1.29 0.24
H 1.71 0.41 1.34 0.28
```

=====

So which one is most stable? That would be entry A, about 67.7 kJ/mol below the next structure.